Entry 1:
32
Properties=species:S:1:pos:R:3:forces:R:3 method="wB97M-V/def2-TZVPD" smiles=COC[C@H](C)N.O.O.O.O.O e_above_lowest_kcal_mol=33.2 charge=0
C -0.156144 -3.090320 -0.301667 0.31 0.36 -1.32
O 0.426952 -3.133380 0.979923 0.39 -0.94 -0.72
C -0.195635 -2.246622 1.811135 0.61 1.32 0.47
C 0.331667 -0.830630 1.667492 1.57 -0.09 -0.34
C 1.591727 -0.694942 2.500509 1.44 -0.71 0.70
N -0.600191 0.246649 1.983270 1.39 -0.15 -0.20
H 0.339322 -2.300493 -0.965719 -0.72 -0.95 0.81
H -1.259949 -2.919536 -0.272783 0.74 0.07 0.10
H -0.009061 -4.076232 -0.741820 0.15 0.10 -0.18
H -1.204381 -2.248035 1.586936 -2.56 0.08 -0.34
H -0.101795 -2.554459 2.822104 0.31 -0.51 1.12
H 0.620088 -0.702243 0.618960 -0.02 -0.01 0.03
H 2.438140 -1.401770 2.186229 -1.55 0.45 0.51
H 1.399630 -0.808504 3.628577 0.26 0.18 -1.62
H 2.048935 0.259129 2.286760 -0.02 0.63 0.34
H -1.022047 -0.021762 2.830636 -0.92 0.10 1.41
H -1.287337 0.201736 1.279756 -1.38 0.14 -0.90
O -1.714275 -0.168378 -2.120085 -1.74 0.06 -0.20
H -0.802553 -0.373550 -2.035100 1.78 0.00 0.14
H -2.005866 -0.660244 -2.894592 -0.05 0.06 0.08
O 0.571121 2.208539 -3.584442 -1.07 0.27 -0.14
H 0.566087 2.928819 -4.220833 0.26 0.00 -0.07
H -0.330150 2.287211 -3.177501 0.90 -0.10 0.06
O 1.090497 0.388978 -1.731684 0.03 -0.16 1.00
H 0.924844 1.013591 -0.994499 0.20 -0.28 -0.77
H 1.344161 0.925084 -2.497560 -0.25 0.22 0.11
O -1.136074 3.258092 -1.663006 -0.54 0.10 1.32
H -2.057530 3.280643 -1.281415 1.71 -0.16 -0.47
H -0.503892 3.133968 -0.885270 -1.47 0.02 -1.04
O 0.103651 2.681745 0.731524 0.45 1.21 -1.14
H 0.621697 3.421785 1.073440 -0.13 -0.49 0.25
H -0.031637 1.995129 1.380725 -0.07 -0.80 1.02

=====

Entry 2:
33
Properties=species:S:1:pos:R:3:forces:R:3 method="wB97M-V/def2-TZVPD" e_above_lowest_kcal_mol=37.7 charge=+3
Tl -19.506515 27.910584 33.165679 0.13 0.23 0.38
C -21.439417 22.598682 29.351184 -1.71 -1.09 -1.56
C -20.583568 23.747003 29.843064 2.14 1.13 0.43
C -20.472927 24.875623 28.786460 1.09 -0.66 -0.34
O -19.633045 25.973596 29.167322 -1.66 -1.32 -0.15
C -19.355227 26.813069 28.060091 1.30 0.91 0.87
N -21.143713 24.191256 31.079651 -0.49 -2.18 -0.83
H -21.103590 22.240782 28.377919 0.55 0.29 -0.30
H -22.468061 22.897244 29.149018 -0.20 -0.01 0.33
H -21.410522 21.690173 29.952751 0.05 0.43 0.58
H -19.593465 23.309015 29.969414 0.28 0.60 0.52
H -21.484307 25.137804 28.475852 -0.27 0.55 0.04
H -19.949597 24.415758 27.948154 -0.37 0.14 -0.61
H -20.261003 27.306050 27.707054 -0.26 -0.12 -0.17
H -18.829804 26.331902 27.235167 -0.23 -0.67 -0.38
H -18.609601 27.517138 28.429453 -0.27 0.22 0.02
H -21.002275 23.453566 31.754859 1.12 0.20 1.36
H -22.143176 24.075202 30.991904 -1.13 1.38 -0.07
O -23.538733 26.993188 34.861059 0.62 -0.05 -0.29
H -24.178798 26.370968 34.515537 -0.34 -0.29 -0.04
H -24.066266 27.666111 35.291314 -0.24 0.36 0.30
O -17.886489 31.686664 34.862264 -0.24 -0.54 -0.24
H -18.356105 32.095899 35.589032 -0.24 0.28 0.29
H -17.030539 32.115112 34.858007 0.45 0.24 -0.08
O -16.451692 24.757827 32.224950 -0.61 0.28 -0.08
H -16.216798 23.898617 31.874488 0.16 -0.40 -0.09
H -15.625380 25.121232 32.543326 0.41 0.16 0.18
O -15.948629 27.749838 35.840259 -0.46 -0.01 -0.44
H -15.159844 28.218495 36.113018 0.42 0.29 0.08
H -16.056740 27.060374 36.495375 -0.01 -0.33 0.33
O -19.989751 28.828520 37.558072 -0.01 -0.15 -0.63
H -19.918455 28.283742 38.341879 -0.03 -0.32 0.42
H -19.761888 29.709080 37.856285 0.05 0.45 0.17

=====

Entry 3:
34
Properties=species:S:1:pos:R:3:forces:R:3 method="wB97M-V/def2-TZVPD" smiles="C[C@@H](N)CC(=O)O.O.O.O.O.O.O" e_above_lowest_kcal_mol=0.0 charge=0
C -1.172120 -2.344563 1.031107 -0.09 -0.03 0.35
C -1.139384 -1.149405 0.085100 0.42 -0.09 0.23
N -0.154580 -0.131102 0.471621 -0.67 -0.39 -0.80
C -0.835661 -1.625478 -1.347317 0.28 -0.11 0.48
C -0.748456 -0.459729 -2.277784 -0.83 -0.21 -0.61
O 0.247024 0.084622 -2.679324 0.20 0.14 -0.01
O -1.974255 -0.078517 -2.685425 -0.08 0.04 0.22
H -0.209777 -2.859964 1.063585 0.02 -0.06 -0.20
H -1.375610 -2.015583 2.052755 -0.05 0.11 -0.07
H -1.957288 -3.056178 0.765870 0.09 -0.04 -0.09
H -2.130191 -0.684916 0.096756 0.09 0.07 -0.06
H -0.307881 0.166373 1.426914 0.02 -0.77 -1.23
H 0.795512 -0.471681 0.364747 -0.36 -0.17 -0.06
H -1.619447 -2.323377 -1.626253 -0.13 0.11 -0.32
H 0.113601 -2.167959 -1.394304 0.01 0.15 0.18
H -1.906575 0.706754 -3.248534 0.19 -0.02 0.02
O 2.558503 -1.204438 0.931812 0.15 -0.03 0.16
H 2.244865 -0.505857 1.545728 0.26 -0.17 0.14
H 2.456263 -2.037747 1.396575 0.03 -0.08 0.02
O -1.176203 0.768505 2.711271 0.20 -0.14 1.80
H -0.206155 0.879214 2.706418 0.24 0.29 0.92
H -1.513663 1.498941 3.237662 -0.03 -0.22 0.68
O 1.273053 2.094110 0.103364 0.44 0.82 -0.08
H 0.404699 1.767673 -0.164308 0.05 -0.18 0.09
H 1.888673 1.603180 -0.491387 0.00 0.00 -0.01
O 1.580978 0.928342 2.355801 0.41 0.13 0.63
H 1.544548 1.453742 1.505795 -0.26 0.28 -0.52
H 2.212484 1.418423 2.895811 -0.08 -0.16 0.16
O -2.154144 2.101071 0.898119 -0.30 0.88 -0.93
H -1.671308 1.955576 1.721153 -0.33 -0.03 -0.85
H -1.568996 1.675611 0.257459 -0.28 -0.02 0.05
O 2.626400 0.332820 -1.352885 0.54 0.39 -0.11
H 1.862774 0.154686 -1.917312 -0.17 -0.27 -0.16
H 2.715098 -0.393957 -0.724551 0.02 -0.20 0.00

=====

HOMO level (computed, eV): -9.519, -18.667, -9.538
HOMO-LUMO gap (computed, eV): 10.11, 1.71, 9.84